{
  "formula": "C36H47BN15O2SSiV",
  "method": "wB97M-V/def2-TZVPD",
  "mol_weight_g_mol": 843.8,
  "e_tot_ev": -109625.271,
  "multiplicity": 3,
  "species": ["V", "C", "C", "C", "C", "N", "N", "B", "N", "C", "C", "C", "C", "N", "N", "C", "C", "C", "C", "N", "N", "C", "C", "C", "C", "N", "H", "H", "H", "H", "H", "H", "H", "H", "H", "H", "H", "H", "H", "H", "H", "H", "H", "H", "H", "H", "S", "C", "N", "N", "C", "C", "C", "C", "C", "C", "N", "N", "C", "C", "C", "C", "C", "C", "H", "H", "H", "H", "H", "H", "H", "H", "H", "H", "H", "C", "Si", "C", "C", "O", "H", "H", "H", "H", "H", "H", "H", "H", "H", "C", "N", "C", "C", "O", "N", "C", "N", "H", "H", "H", "H", "H", "H", "H"],
  "positions_angstrom": [[-0.192, 0.020, 0.280], [0.735, 0.207, 3.888], [1.796, 0.081, 2.850], [3.160, 0.166, 3.120], [3.786, 0.002, 1.913], [2.852, -0.190, 0.966], [1.593, -0.146, 1.541], [3.020, -0.738, -0.482], [2.733, 0.330, -1.572], [3.633, 1.238, -2.019], [3.151, 1.774, -3.181], [1.919, 1.115, -3.396], [0.986, 1.304, -4.552], [1.679, 0.241, -2.427], [2.016, -1.933, -0.597], [2.380, -3.193, -0.866], [1.294, -4.012, -0.692], [0.254, -3.170, -0.294], [-1.082, -3.698, 0.130], [0.684, -1.888, -0.266], [4.427, -1.282, -0.829], [4.767, -1.598, -2.105], [6.062, -2.041, -2.101], [6.462, -1.952, -0.747], [7.797, -2.287, -0.156], [5.478, -1.498, 0.007], [1.178, 0.603, 4.801], [0.298, -0.765, 4.104], [-0.071, 0.854, 3.563], [3.621, 0.345, 4.080], [4.829, -0.027, 1.664], [4.552, 1.430, -1.478], [3.614, 2.528, -3.802], [1.557, 1.395, -5.477], [0.390, 2.212, -4.433], [0.300, 0.464, -4.637], [3.395, -3.439, -1.134], [1.252, -5.085, -0.800], [-0.933, -4.699, 0.538], [-1.761, -3.777, -0.716], [-1.543, -3.078, 0.886], [4.060, -1.487, -2.919], [6.649, -2.383, -2.942], [8.442, -2.734, -0.912], [7.695, -2.989, 0.672], [8.291, -1.392, 0.228], [-2.177, -0.805, -0.708], [-1.994, -0.018, -2.250], [-2.537, -0.350, -3.403], [-3.244, -1.436, -3.419], [-3.727, -1.981, -4.623], [-3.750, -1.239, -5.800], [-4.230, -1.823, -6.961], [-4.686, -3.135, -6.963], [-4.670, -3.865, -5.781], [-4.194, -3.292, -4.612], [-1.283, 1.136, -2.275], [-0.604, 1.367, -1.234], [-0.105, 2.734, -1.314], [-0.976, 3.778, -1.615], [-0.498, 5.078, -1.703], [0.858, 5.335, -1.519], [1.722, 4.285, -1.240], [1.242, 2.990, -1.131], [-3.273, -1.993, -2.572], [-3.382, -0.221, -5.789], [-4.257, -1.244, -7.877], [-5.046, -3.588, -7.879], [-5.026, -4.888, -5.768], [-4.170, -3.859, -3.684], [-2.022, 3.559, -1.777], [-1.184, 5.888, -1.928], [1.238, 6.348, -1.605], [2.783, 4.470, -1.107], [1.918, 2.180, -0.889], [-2.070, -2.639, 3.661], [-2.481, -1.008, 2.835], [-4.164, -1.237, 2.025], [-2.779, 0.235, 4.227], [-1.320, -0.520, 1.831], [-2.933, -3.004, 4.236], [-1.231, -2.532, 4.357], [-1.801, -3.411, 2.931], [-4.924, -1.385, 2.804], [-4.181, -2.114, 1.364], [-4.466, -0.376, 1.418], [-3.754, 0.058, 4.699], [-2.762, 1.274, 3.871], [-2.012, 0.146, 5.008], [-2.861, 4.443, 2.523], [-1.687, 3.621, 2.300], [-0.322, 4.020, 2.572], [0.470, 2.882, 1.928], [1.673, 2.839, 1.900], [-0.437, 1.983, 1.364], [-1.660, 2.498, 1.574], [-2.775, 1.989, 1.050], [-2.569, 5.306, 3.112], [-3.625, 3.900, 3.083], [-3.289, 4.796, 1.581], [-0.107, 4.093, 3.638], [-0.067, 4.963, 2.083], [-2.717, 1.045, 0.667], [-3.664, 2.291, 1.403]]
}